Record 1
DFT (ωB97M-V/def2-TZVPD) results for C25H41BrCrN2P2 as an isolated structure at a distorted geometry.

The energy is -5387.17741 a.u. As for the energy above the lowest of the compared OMol25 structures with the same formula, charge and spin: 3.7429 eV. The value obtained for the LUMO energy (spin up / spin down) is -7.76 / -10.22 eV.

The geometry in ORCA input format:
```
! RIJCOSX wB97M-V def2-TZVPD def2/J DEFGRID3
* xyz 2 5
C -3.036 0.655 -5.288
C -1.868 0.239 -4.603
C -0.636 0.742 -5.096
C -0.649 1.787 -6.030
N -1.784 2.280 -6.535
C -2.944 1.704 -6.220
C -1.923 -0.632 -3.458
C -1.725 -1.582 -2.684
C -1.643 -2.668 -1.802
C -2.729 -3.041 -0.947
C -2.374 -3.330 0.370
C -1.005 -3.258 0.643
C -0.021 -3.576 -0.293
C -0.360 -3.253 -1.599
Cr -0.558 -2.039 2.204
P -0.992 0.301 0.769
H 0.305 0.336 -4.745
H -4.002 0.189 -5.081
H 0.278 2.244 -6.374
H -3.848 2.087 -6.709
H 0.312 -3.415 -2.444
H -3.767 -3.044 -1.283
H 0.953 -3.999 -0.033
H -3.090 -3.514 1.174
C -1.060 1.772 1.918
C -0.993 3.209 1.414
H -0.240 1.592 2.626
H -1.994 1.638 2.480
H -1.004 3.878 2.283
H -0.078 3.439 0.858
H -1.862 3.495 0.809
C -0.036 0.896 -0.718
C -0.564 2.029 -1.612
H 0.080 -0.011 -1.328
H 0.958 1.175 -0.340
H 0.220 2.313 -2.331
H -1.424 1.718 -2.217
H -0.820 2.941 -1.058
C -2.688 0.299 -0.003
C -3.458 1.625 -0.116
H -3.275 -0.431 0.576
H -2.543 -0.142 -1.003
H -4.452 1.414 -0.542
H -3.617 2.106 0.863
H -2.969 2.337 -0.799
Br 0.314 -2.692 4.431
P 2.060 -0.399 2.050
C 2.598 1.347 1.675
C 3.811 1.872 2.435
H 1.724 1.979 1.905
H 2.770 1.429 0.589
H 3.955 2.926 2.162
H 3.663 1.833 3.521
H 4.735 1.334 2.175
C 2.938 -0.801 3.635
C 4.250 -1.565 3.580
H 2.206 -1.449 4.166
H 3.022 0.110 4.248
H 4.430 -2.011 4.565
H 4.220 -2.394 2.858
H 5.106 -0.916 3.355
C 2.873 -1.406 0.732
C 4.302 -1.012 0.355
H 2.219 -1.318 -0.153
H 2.816 -2.463 1.042
H 4.632 -1.625 -0.494
H 4.367 0.035 0.042
H 5.021 -1.181 1.166
N -2.109 -1.149 3.385
H -1.711 -0.298 3.798
H -2.301 -1.795 4.160
H -2.987 -0.900 2.920
*
```

Results of the Mulliken charge analysis, in e, for atoms 1 through 5:
1 C -0.49
2 C 0.30
3 C -0.19
4 C -0.43
5 N -0.53


Record 2
DFT (ωB97M-V/def2-TZVPD) results for a 7-piece molecular cluster, C25H41BrF3N8O14 overall at a distorted geometry.

The energy is -5341.28791 a.u. The value obtained for the LUMO energy is -4.07 eV.

The geometry in ORCA input format:
```
! RIJCOSX wB97M-V def2-TZVPD def2/J DEFGRID3
* xyz 1 1
C 4.996 -2.081 0.425
C 3.922 -1.624 0.200
N 2.629 -1.188 0.352
C 1.672 -1.841 -0.341
C 2.045 -2.973 -1.231
C 2.472 -4.251 -0.432
N 3.445 -5.063 -1.171
C 0.380 -1.466 -0.197
C 0.050 -0.410 0.613
C -1.403 -0.044 0.765
C -2.250 -0.674 -0.327
O -2.120 -0.359 -1.461
Br -3.504 -2.043 0.187
C 1.049 0.285 1.293
C 0.687 1.460 2.192
O 1.512 2.594 2.098
C 1.635 3.178 0.801
C 0.354 3.735 0.159
C 0.385 3.478 -1.354
C 2.347 -0.135 1.167
C 3.484 0.484 1.909
C 4.498 1.254 1.038
C 5.192 2.324 1.828
F 4.560 2.839 2.880
C 6.404 2.737 1.482
F 6.858 2.548 0.268
F 7.228 3.314 2.314
H 6.012 -2.350 0.550
H 2.808 -2.641 -1.931
H 1.157 -3.225 -1.795
H 2.862 -3.949 0.529
H 1.582 -4.852 -0.313
H 3.275 -4.967 -2.165
H 4.355 -4.634 -1.035
H -0.336 -2.038 -0.750
H -1.765 -0.390 1.728
H -1.520 1.029 0.683
H 0.792 1.096 3.213
H -0.354 1.732 2.103
H 2.139 2.527 0.096
H 2.301 4.021 0.942
H 0.369 4.812 0.261
H -0.562 3.373 0.611
H -0.089 4.289 -1.889
H 1.412 3.471 -1.704
H -0.073 2.521 -1.595
H 3.140 1.112 2.712
H 4.020 -0.336 2.383
H 5.262 0.562 0.716
H 4.059 1.655 0.132
C -7.602 -0.998 1.227
N -7.430 -2.080 2.235
O -7.650 -3.219 1.883
O -7.072 -1.741 3.342
H -7.917 -1.444 0.291
H -8.354 -0.311 1.602
H -6.642 -0.503 1.122
C -1.547 -3.255 3.334
N -0.262 -3.230 2.579
O -0.234 -3.740 1.476
O 0.689 -2.692 3.107
H -2.289 -3.762 2.731
H -1.373 -3.785 4.260
H -1.832 -2.226 3.528
C -1.920 -1.998 -4.328
N -0.889 -1.707 -5.361
O -0.002 -0.933 -5.050
O -1.006 -2.243 -6.435
H -1.669 -1.437 -3.437
H -2.881 -1.688 -4.727
H -1.907 -3.068 -4.139
C -1.100 1.731 -6.313
N -0.874 3.199 -6.339
O -0.381 3.688 -7.328
O -1.212 3.814 -5.346
H -0.762 1.311 -7.253
H -0.532 1.329 -5.481
H -2.165 1.574 -6.172
C -4.018 -5.441 6.993
N -3.462 -4.729 5.811
O -3.064 -3.591 5.966
O -3.444 -5.334 4.761
H -3.968 -4.778 7.848
H -5.044 -5.705 6.759
H -3.415 -6.330 7.149
C 0.462 8.507 -3.138
N 0.880 7.407 -2.231
O 1.951 6.877 -2.434
O 0.118 7.109 -1.334
H 1.238 8.654 -3.879
H -0.469 8.204 -3.601
H 0.326 9.396 -2.527
*
```

Results of the Mulliken charge analysis, in e, for atoms 1 through 5:
1 C -0.46
2 C -0.53
3 N 0.39
4 C 0.80
5 C -1.51